Record 1
6 unconnected molecules or ions with the total composition C41H98BrN5O5, computed with ωB97M-V/def2-TZVPD.

Element x y z (Å)
C 4.98929 -1.85466 -2.16361
C 3.51247 -2.21623 -2.40505
C 2.76899 -1.37292 -1.33432
C 1.26255 -1.13106 -1.47957
C 1.01636 -0.45463 -2.84850
C 1.79371 -1.17008 -4.02395
N 3.14393 -1.66388 -3.70899
O 3.97150 -1.90468 -4.70127
C 1.93809 -0.06327 -5.05171
C 0.83947 -2.31233 -4.47291
C 3.04020 -3.68847 -2.25495
H 5.26161 -1.91611 -1.10915
H 5.36996 -0.87757 -2.45760
H 5.61348 -2.63505 -2.60100
H 3.34037 -0.44989 -1.20996
H 2.90875 -1.71386 -0.30645
H 0.93611 -0.44531 -0.69661
H 0.64999 -2.03248 -1.52915
H 1.34828 0.58040 -2.74441
H -0.06293 -0.31811 -2.91682
H 2.76321 0.61051 -4.81072
H 1.04350 0.55185 -5.13411
H 2.26904 -0.34605 -6.05198
H 0.96763 -3.27259 -3.97324
H 1.13902 -2.61154 -5.48113
H -0.22276 -2.14186 -4.63967
H 2.92840 -4.22606 -3.19614
H 2.05278 -3.66172 -1.79624
H 3.73989 -4.22543 -1.61576
C 1.05869 -2.07665 4.24519
C -0.23823 -2.10907 3.41423
N -1.33871 -3.14891 3.92701
C -1.82421 -2.84293 5.33332
C -2.57418 -3.02662 2.99982
C -3.38008 -1.74424 3.13646
C -0.89687 -4.66570 3.99599
C -0.89343 -5.40093 2.58347
O -0.09944 -4.63687 1.68246
C -0.38280 -5.03038 0.36561
H 0.69665 -1.95924 5.26678
H 1.71051 -1.28057 3.88962
H 1.66582 -2.98216 4.26688
H -0.12640 -2.16234 2.33397
H -0.65964 -1.14866 3.71122
H -2.59539 -3.58949 5.51466
H -2.19570 -1.82174 5.37303
H -0.97710 -3.02917 5.99151
H -3.12082 -3.91754 3.30883
H -2.16931 -3.08216 1.99016
H -4.06017 -1.60774 2.29751
H -2.68709 -0.92199 2.96725
H -3.90198 -1.49844 4.06011
H -1.51800 -5.14770 4.74938
H 0.07491 -4.58407 4.48280
H -1.93669 -5.37042 2.26424
H -0.50416 -6.41893 2.56257
H 0.43963 -4.51092 -0.13468
H -1.28163 -4.48445 0.07581
H -0.12523 -6.08218 0.23898
C 4.01665 3.59334 -0.60029
C 3.43568 4.92336 -1.09848
N 3.50540 5.22494 -2.62613
C 2.80087 6.61234 -2.81299
C 4.99628 5.24580 -3.01295
C 5.24962 5.88551 -4.36581
C 2.85231 4.06882 -3.38524
C 1.31257 3.90025 -3.18021
O 0.96380 3.61386 -1.80085
C -0.30293 2.93864 -1.75754
H 5.09357 3.48213 -0.72406
H 3.49763 2.75225 -1.05945
H 3.87756 3.52981 0.47906
H 4.04644 5.73246 -0.69669
H 2.39442 5.15357 -0.88510
H 1.75609 6.49604 -2.53306
H 2.74039 6.95489 -3.84606
H 3.46334 7.33022 -2.33304
H 5.49227 4.27574 -3.03448
H 5.51933 5.81317 -2.24280
H 6.27478 6.18667 -4.57712
H 4.74629 6.84682 -4.48397
H 4.82192 5.31824 -5.19293
H 3.51213 3.20698 -3.29193
H 2.96829 4.29960 -4.44575
H 1.07782 3.15467 -3.94287
H 0.89027 4.81552 -3.59861
H -1.16275 3.48031 -2.15828
H -0.61356 2.76734 -0.72711
H -0.21874 2.02011 -2.33872
C 1.20349 4.29286 2.13100
C 1.83179 3.13168 3.04897
N 0.96894 2.81451 4.26513
C 1.75648 1.76844 5.09836
C 0.59129 3.99877 5.12865
C 1.85613 4.83847 5.37432
C -0.35370 2.09620 3.72150
C -1.52910 1.91780 4.78691
O -2.52844 2.92846 4.72170
C -3.76231 2.52126 5.21670
H 1.54660 4.10590 1.11224
H 1.60737 5.20493 2.56314
H 0.13509 4.22883 1.92818
H 2.73990 3.65718 3.34506
H 2.27528 2.29397 2.51250
H 1.07280 1.46189 5.88627
H 2.73295 2.17223 5.35822
H 1.97578 1.00416 4.35371
H 0.09116 3.63506 6.02180
H 0.05912 4.59484 4.38731
H 2.44594 5.35046 4.61304
H 2.64866 4.32561 5.91996
H 1.49671 5.71417 5.91747
H -0.06263 1.23715 3.11878
H -0.73095 2.83056 3.01091
H -1.00014 1.89143 5.74248
H -2.06578 0.97658 4.65771
H -4.59629 3.21363 5.10686
H -3.71456 2.38939 6.30096
H -4.15228 1.57798 4.82536
C -6.80211 -2.35886 -2.97135
C -5.35313 -2.89651 -2.73315
N -4.34841 -1.99941 -1.97688
C -4.14886 -0.75719 -2.76770
C -4.84466 -1.53969 -0.63408
C -5.40710 -2.63961 0.26399
C -2.97306 -2.64453 -1.79614
C -2.48565 -3.57833 -2.88226
O -3.04469 -4.85478 -2.58686
C -2.52911 -5.87847 -3.46325
H -6.75274 -1.52976 -3.67650
H -7.26041 -2.05841 -2.02943
H -7.46271 -3.10585 -3.40936
H -4.80942 -3.03358 -3.66580
H -5.40248 -3.78337 -2.10462
H -3.83353 -0.94326 -3.79581
H -3.36955 -0.07809 -2.42138
H -5.07107 -0.18629 -2.86539
H -5.58550 -0.74232 -0.69855
H -3.99661 -0.98592 -0.22329
H -4.61533 -3.31198 0.60381
H -6.11495 -3.31628 -0.21303
H -5.82505 -2.31459 1.21575
H -3.11974 -3.22266 -0.88424
H -2.21138 -1.89956 -1.56499
H -1.43366 -3.69198 -2.60533
H -2.65186 -3.34852 -3.93590
H -2.57465 -6.87093 -3.01883
H -1.44629 -5.73271 -3.49881
H -3.06906 -5.65059 -4.38129
Br -1.48619 0.40141 0.63972

Values from the calculation:
Total charge: +4


Record 2
10 unconnected molecules or ions with the total composition C42H101N3O10, computed with ωB97M-V/def2-TZVPD.

Element x y z (Å)
C -2.92942 -1.21799 5.01054
C -2.82481 -0.78106 3.47231
O -1.51388 -0.97811 2.98712
H -2.12235 -0.73781 5.51163
H -2.85060 -2.29301 5.01900
H -3.95717 -0.98190 5.32633
H -3.25818 0.18687 3.28584
H -3.50558 -1.45576 2.97697
H -1.47495 -1.83870 2.59647
C 0.44117 -7.27589 2.55521
C 0.10806 -5.91402 3.17503
O 1.39026 -5.26862 3.34115
H 1.29624 -7.77593 3.00518
H 0.61777 -7.23535 1.52098
H -0.45552 -7.91383 2.70134
H -0.49461 -5.89581 4.05693
H -0.40736 -5.28872 2.46061
H 1.90280 -5.83208 3.93966
C -1.74414 1.22765 -1.61971
C -1.70647 1.10643 -0.13897
O -1.92914 -0.21662 0.27603
H -0.85748 0.68566 -2.01008
H -1.67817 2.23631 -2.01375
H -2.66004 0.81148 -2.11074
H -2.47968 1.67395 0.37994
H -0.73615 1.50106 0.20554
H -1.82239 -0.21513 1.23979
C -3.53629 -4.61154 1.65860
C -2.51181 -3.77792 0.88872
O -1.42233 -3.39617 1.77621
H -3.09502 -5.55415 1.96341
H -4.44007 -4.87195 1.06292
H -3.89603 -4.11382 2.52068
H -3.03133 -2.91235 0.47607
H -2.01953 -4.35847 0.11371
H -0.67412 -3.32337 1.17519
C 1.91924 0.77651 -4.18397
C 2.99681 1.63921 -4.74778
O 3.44760 2.71469 -3.87974
H 1.56152 0.04876 -4.92665
H 1.01778 1.33290 -3.99453
H 2.27610 0.28494 -3.24562
H 2.68455 2.18622 -5.60969
H 3.84298 0.97541 -4.93834
H 3.91608 2.31159 -3.10420
C 5.08113 -5.44894 0.21711
C 4.00032 -4.71240 1.01597
O 2.70168 -5.32392 0.83917
H 5.05543 -6.52756 0.37557
H 6.10989 -5.06681 0.36523
H 4.91215 -5.31148 -0.85751
H 3.96968 -3.60459 0.78013
H 4.18998 -4.89495 2.05939
H 2.22993 -5.16252 1.72970
C -2.80926 7.46797 2.92532
C -3.35647 6.37120 2.05459
C -2.74040 6.51529 0.64177
C -1.24324 6.18477 0.64560
C -0.96913 4.71583 1.09029
C -1.57444 4.48952 2.52478
N -2.95178 4.97832 2.59553
O -3.42240 4.87170 3.97252
C -1.58925 3.00033 2.94108
C -0.63059 5.25745 3.55920
C -4.86514 6.42032 2.03121
H -2.42159 7.12125 3.87671
H -3.58253 8.17448 3.17675
H -2.03567 7.98508 2.42737
H -3.23442 5.85493 -0.05138
H -2.83781 7.54541 0.35610
H -0.65852 6.93538 1.20480
H -0.85080 6.25650 -0.35922
H 0.03182 4.58693 1.34443
H -1.36056 4.06050 0.25538
H -1.75192 2.98153 4.04739
H -2.35140 2.38555 2.40074
H -0.56968 2.60295 2.79982
H -1.20817 5.20243 4.50527
H 0.31164 4.70734 3.64111
H -0.47832 6.28626 3.24896
H -5.27423 5.47587 1.66064
H -5.33668 7.19756 1.44449
H -5.19782 6.63319 3.06050
H -3.85142 4.03493 3.88006
C 6.09143 4.07141 0.96538
C 5.32624 3.53881 -0.22479
C 4.70237 2.15927 0.19710
C 3.54658 2.33788 1.12179
C 2.49908 3.23531 0.46496
C 3.01046 4.58101 -0.10826
N 4.25319 4.30554 -0.82927
O 4.92031 5.50374 -1.19621
C 1.94150 5.11681 -1.03879
C 3.12286 5.60095 1.10042
C 6.34574 3.27873 -1.33192
H 5.38682 4.11178 1.80543
H 6.48002 5.05879 0.77583
H 7.05492 3.54395 1.25269
H 4.47607 1.72822 -0.79138
H 5.57505 1.73617 0.70839
H 3.87459 2.70544 2.09889
H 3.19093 1.37090 1.40454
H 1.61171 3.55650 1.09352
H 2.03512 2.74834 -0.39367
H 1.97919 6.19160 -1.32119
H 1.86880 4.44949 -1.91320
H 0.98096 5.01744 -0.45488
H 3.41863 5.23242 2.06691
H 3.87854 6.34455 0.82569
H 2.14411 6.02318 1.18077
H 6.86783 2.37335 -0.98123
H 7.11718 4.07132 -1.39201
H 5.84820 3.10289 -2.26261
H 4.86908 5.47293 -2.16258
C -2.84189 -6.97831 -3.13136
C -2.78281 -5.67482 -3.99307
C -4.26398 -5.21556 -3.99233
C -4.58432 -3.78242 -4.39710
C -3.68824 -2.80705 -3.53961
C -2.19708 -3.23960 -3.53560
N -2.06728 -4.66025 -3.22538
O -0.66543 -4.93143 -3.28471
C -1.50822 -2.78782 -4.82425
C -1.42652 -2.49618 -2.39307
C -2.28443 -5.91156 -5.34195
H -3.60574 -7.60383 -3.64718
H -1.97221 -7.67697 -3.21044
H -3.12211 -6.82551 -2.06433
H -4.75915 -5.85724 -4.69104
H -4.66433 -5.42921 -2.94973
H -4.34077 -3.61150 -5.46481
H -5.64016 -3.59871 -4.24295
H -4.05436 -2.70479 -2.52890
H -3.70848 -1.85194 -4.02423
H -2.27769 -2.85597 -5.57691
H -0.59669 -3.36982 -5.04668
H -1.30091 -1.69130 -4.72250
H -1.59090 -2.97482 -1.42438
H -1.77705 -1.42002 -2.34263
H -0.38400 -2.41576 -2.57730
H -1.23058 -6.24015 -5.31635
H -2.92898 -6.59980 -5.85017
H -2.14500 -5.01656 -5.92151
H -0.32633 -5.04586 -2.38832
C 1.81943 -1.88130 2.22843
C 1.21451 -1.88808 0.78059
C 2.30837 -1.46051 -0.18938
O 0.70882 -3.15025 0.39065
H 1.18847 -2.59052 2.80679
H 1.85701 -0.84250 2.64125
H 2.85583 -2.18163 2.26942
H 0.36606 -1.20919 0.68245
H 1.89803 -1.58394 -1.26567
H 3.16368 -2.13200 -0.19252
H 2.65724 -0.43040 0.00340
H 1.45631 -3.85483 0.25118

Values from the calculation:
Structure (SMILES): CC1(C)CCCC(C)(C)N1O.CC1(C)CCCC(C)(C)N1O.CC1(C)CCCC(C)(C)N1O.CC(C)O.CCO.CCO.CCO.CCO.CCO.CCO
ΔE to the lowest compared entry with this formula, charge and spin in eV: 0.330


Record 3
9 unconnected molecules or ions with the total composition C42H103N9O4, computed with ωB97M-V/def2-TZVPD.

Element x y z (Å)
C 6.84238 -18.88479 11.20878
C 5.83487 -18.39299 12.26668
N 6.26538 -18.81418 13.64201
C 5.56872 -17.92129 14.60039
C 6.35206 -16.56319 14.70475
C 5.86467 -20.17748 13.95847
C 6.31559 -20.68809 15.36881
H 6.52728 -18.50546 10.23671
H 6.88681 -19.97385 11.19942
H 7.83555 -18.49670 11.43484
H 5.71859 -17.31075 12.20894
H 4.86044 -18.81898 12.02767
H 4.55408 -17.71297 14.26095
H 5.53128 -18.28553 15.62705
H 7.38956 -16.76553 14.97074
H 6.27878 -15.89534 13.84643
H 5.95711 -15.97004 15.52954
H 6.46992 -20.83541 13.33485
H 4.84629 -20.45413 13.68557
H 5.77535 -20.33425 16.24689
H 7.36937 -20.42471 15.45982
H 6.15493 -21.76473 15.42485
C 15.44452 -16.63618 18.59355
C 14.56250 -17.58500 17.86230
N 13.07658 -17.38116 18.03335
C 12.32451 -18.16247 17.02537
C 12.35075 -17.51947 15.62668
C 12.68308 -17.96378 19.34079
C 11.26042 -17.56727 19.78111
H 15.49794 -16.84865 19.66130
H 15.12192 -15.60377 18.45879
H 16.47763 -16.76710 18.27166
H 14.79374 -17.57642 16.79715
H 14.82972 -18.59403 18.17625
H 12.64569 -19.20331 16.98551
H 11.27587 -18.30654 17.28559
H 12.17793 -16.44541 15.69477
H 13.27462 -17.72546 15.08618
H 11.51916 -17.93732 15.05926
H 13.37511 -17.74453 20.15388
H 12.73849 -19.04908 19.25615
H 10.55353 -17.28888 18.99950
H 11.25732 -16.72165 20.46888
H 10.67393 -18.30952 20.32259
C 13.43341 -22.18145 11.11847
C 14.17357 -22.78790 9.87960
N 15.02857 -21.75642 9.22694
C 15.97637 -22.46808 8.30488
C 17.03011 -21.52935 7.67754
C 14.22868 -20.69199 8.57932
C 13.48702 -21.12552 7.31987
H 12.68573 -21.57863 10.60301
H 14.08685 -21.49059 11.65122
H 13.06859 -22.97475 11.77091
H 14.75478 -23.61996 10.27706
H 13.47094 -23.27560 9.20390
H 16.56375 -23.14274 8.92771
H 15.38241 -22.98022 7.54790
H 16.63196 -20.86094 6.91413
H 17.49245 -20.91198 8.44773
H 17.82748 -22.13699 7.24966
H 14.88770 -19.88861 8.25011
H 13.56053 -20.19364 9.28169
H 12.99478 -20.24634 6.90414
H 12.76312 -21.92392 7.48309
H 14.13860 -21.57299 6.56932
C 16.57619 -12.64523 25.15396
C 15.24670 -13.19604 25.67940
N 14.53942 -12.27290 26.55646
C 14.06422 -11.08627 25.79647
C 12.89868 -10.39920 26.53699
C 15.31871 -11.86333 27.73808
C 15.56483 -13.06242 28.62140
H 17.27452 -12.23238 25.88197
H 16.39577 -11.83216 24.45077
H 17.15321 -13.43214 24.66824
H 14.60965 -13.36679 24.81158
H 15.43851 -14.15260 26.16550
H 13.69093 -11.33003 24.80182
H 14.93989 -10.43834 25.75792
H 12.68980 -9.36306 26.27076
H 13.12012 -10.32866 27.60192
H 11.99490 -10.99168 26.39464
H 16.27220 -11.36358 27.56717
H 14.68717 -11.13541 28.24738
H 14.68805 -13.58376 29.00552
H 16.23626 -13.74890 28.10562
H 16.12228 -12.69668 29.48372
C 3.14172 -18.63427 22.54711
C 4.57688 -18.22371 22.96851
N 4.69816 -18.17345 24.42803
C 4.77376 -19.53117 24.96807
C 6.01052 -20.40084 24.59877
C 5.79428 -17.34446 24.87246
C 5.57528 -15.85703 24.60311
H 3.03866 -18.37914 21.49241
H 2.50308 -17.91267 23.05656
H 3.04035 -19.66985 22.87177
H 5.29075 -18.83715 22.41880
H 4.75229 -17.23413 22.54654
H 4.74611 -19.38117 26.04734
H 3.89776 -20.12190 24.70016
H 6.13139 -21.23145 25.29417
H 5.93475 -20.88532 23.62530
H 6.96831 -19.88385 24.65757
H 6.68553 -17.74670 24.39081
H 5.85322 -17.54186 25.94281
H 5.53582 -15.63101 23.53753
H 6.38238 -15.25429 25.01951
H 4.66923 -15.54156 25.12048
C 18.99650 -21.37668 21.93791
C 17.69311 -21.30605 22.73258
O 16.61732 -21.52081 22.14457
N 17.68268 -21.10297 24.06396
C 16.44519 -20.80453 24.84463
H 19.94584 -21.31100 22.46945
H 19.04314 -20.46667 21.33975
H 19.02344 -22.19919 21.22317
H 18.58769 -20.99345 24.49877
H 15.53732 -20.92330 24.25323
H 16.41664 -19.77793 25.20983
H 16.41738 -21.43829 25.73102
C 18.90765 -21.38400 13.68110
C 18.87531 -19.89043 13.72311
O 19.52431 -19.27931 14.59866
N 18.23358 -19.29063 12.75033
C 18.17661 -17.83793 12.60472
H 19.41500 -21.81268 14.54535
H 19.36962 -21.70747 12.74833
H 17.87103 -21.72078 13.67122
H 17.69402 -19.94584 12.20289
H 19.19138 -17.44114 12.63461
H 17.58903 -17.49171 13.45500
H 17.69400 -17.46474 11.70143
C 13.55844 -25.48645 18.15625
C 12.27059 -25.02624 18.76624
O 11.22279 -25.33728 18.23106
N 12.30310 -24.30392 19.83920
C 11.13306 -23.73834 20.50612
H 14.22256 -24.62213 18.15573
H 13.40365 -25.72340 17.10363
H 14.09613 -26.32898 18.59115
H 13.19081 -23.89957 20.10104
H 10.68564 -24.57347 21.04508
H 10.46716 -23.20366 19.82879
H 11.49700 -23.06153 21.27916
C 13.59437 -11.99283 15.75516
C 12.54863 -11.46791 16.73700
O 12.26493 -10.26938 16.76069
N 11.99922 -12.35862 17.58177
C 10.87924 -12.02134 18.49276
H 13.95174 -12.99156 16.00603
H 14.37760 -11.23902 15.83517
H 13.25672 -11.92008 14.72133
H 12.39363 -13.28298 17.48128
H 10.39450 -11.08117 18.22967
H 11.27415 -11.91408 19.50302
H 10.17328 -12.84366 18.37656

Values from the calculation:
Structure (SMILES): CCN(CC)CC.CCN(CC)CC.CCN(CC)CC.CCN(CC)CC.CCN(CC)CC.CNC(C)=O.CNC(C)=O.CNC(C)=O.CNC(C)=O
ΔE to the lowest compared entry with this formula, charge and spin in eV: 3.741


no.,F_max (eV/A),frontier orbital gap (eV),E_tot (a.u.)
1,7.4,4.36,-4843.31600
2,3.2,8.91,-2577.25536
3,4.3,8.60,-2455.70231